Molecular formula: C5H7N
Method: DFT, ωB97M-V/def2-TZVPD

Output
LUMO level = 0.94 eV
Relative energy (zero: lowest compared OMol25 entry of this formula, charge and spin) = 2.648 eV
Orbital gap = 10.230 eV
E_HOMO = -9.29 eV

Structure (ORCA input):
```
! RIJCOSX wB97M-V def2-TZVPD def2/J DEFGRID3
* xyz 0 1
N 0.40 -1.33 0.03
C -0.53 -0.44 0.01
C -2.06 -0.60 -0.02
C 0.35 0.77 0.01
C 1.36 -0.29 -0.06
C 2.65 -0.34 0.05
H 3.24 0.55 -0.25
H -2.31 -0.33 0.91
H 0.14 1.31 -0.87
H -2.31 -1.60 -0.19
H -2.61 -0.05 -0.88
H 0.36 1.48 0.85
H 3.04 -1.41 -0.10
*
```